Entry 1:
C5H11NO | the ωB97M-V functional and the def2-TZVPD basis

Structure (ORCA input):
```
! wB97M-V def2-TZVPD RIJCOSX def2/J DEFGRID3
* xyz 0 1
C 0.2618 1.6315 0.7002
C -0.6158 0.8164 -0.3126
C -2.4539 -1.0081 -0.2759
C 2.4892 -0.2269 -0.6700
C 1.7189 -1.1473 -0.0909
H 0.1780 1.1715 1.7033
H -0.1681 2.6735 0.6373
H 1.2768 1.6519 0.2991
H -0.8033 -0.5305 1.2228
H -3.0538 -0.4013 -1.1150
H -1.8991 -1.9088 -0.5638
H -3.2188 -1.1590 0.6914
H 3.4646 -0.2287 -0.9725
H 2.1570 0.8218 -0.6212
H 1.9867 -2.1763 -0.0878
H 0.8887 -0.8712 0.5758
N -1.2258 -0.2828 0.2692
O -0.9833 1.1744 -1.3895
*
```

## Properties
F_max in eV/Å: 3.6
Energy relative to the best compared isomer or geometry (same formula, charge and spin) in eV: 3.3856

Atomic partial charges in e from the Mulliken method, atoms 1 to 6:
1. C -0.857
2. C 0.537
3. C -0.813
4. C -0.483
5. C -0.263
6. H 0.277

***

Entry 2:
C5H11NO | the ωB97M-V functional and the def2-TZVPD basis

Structure (ORCA input):
```
! wB97M-V def2-TZVPD RIJCOSX def2/J DEFGRID3
* xyz 0 1
C 2.9441 -0.4828 -0.6161
N 1.8755 -0.2474 -1.2580
C 0.3480 0.6268 0.7716
O 0.8449 -0.0258 1.6625
C -0.8919 0.2427 -0.0038
C -1.2051 -1.2399 0.1466
C -2.0318 1.1628 0.4532
H 0.7704 1.6185 0.5010
H 3.9155 -0.7112 -1.0695
H 2.8952 -0.4434 0.4738
H 2.0084 -0.3095 -2.2674
H -0.6664 0.4653 -1.0539
H -1.3750 -1.4989 1.1963
H -0.3617 -1.8389 -0.2132
H -2.0972 -1.5111 -0.4289
H -2.9331 0.9890 -0.1423
H -2.2802 0.9839 1.5053
H -1.7596 2.2198 0.3427
*
```

## Properties
F_max in eV/Å: 0.5
Energy relative to the best compared isomer or geometry (same formula, charge and spin) in eV: 1.7479

Atomic partial charges in e from the Mulliken method, atoms 1 to 6:
1. C -0.287
2. N -0.372
3. C -0.153
4. O -0.538
5. C 0.788
6. C -1.380

***

Entry 3:
C5H11NO | the ωB97M-V functional and the def2-TZVPD basis

Structure (ORCA input):
```
! wB97M-V def2-TZVPD RIJCOSX def2/J DEFGRID3
* xyz 0 1
O 0.7472 1.0045 3.0627
C 1.1268 0.6720 1.9778
C 0.1815 0.0327 0.9433
C 0.3865 0.7884 -0.3933
C -0.4676 0.3544 -1.6116
C -0.3247 -1.1960 -1.7389
N -1.1749 0.0092 1.4981
H 2.1613 0.8739 1.6286
H 0.4547 -1.0071 0.7596
H 1.4110 0.6320 -0.7190
H 0.2129 1.8339 -0.1096
H -1.5226 0.5500 -1.3907
H -0.0579 0.7735 -2.5259
H -0.5736 -1.5100 -2.7552
H 0.7660 -1.3259 -1.6163
H -0.6311 -1.8477 -0.9341
H -1.2345 0.3185 2.4627
H -1.4611 -0.9564 1.4619
*
```

## Properties
F_max in eV/Å: 2.8
Energy relative to the best compared isomer or geometry (same formula, charge and spin) in eV: 1.5501

Atomic partial charges in e from the Mulliken method, atoms 1 to 6:
1. O -0.492
2. C -0.078
3. C 0.205
4. C -0.966
5. C -0.433
6. C -1.124

***

What energy values result from the calculations? In sequence: -8898.3117 -8899.9495 -8900.1472 eV.
What Kohn-Sham gap values result from the calculations? In sequence: 10.117 10.380 10.347 eV.
What HOMO energy values result from the calculations? In sequence: -0.3399 -0.3435 -0.3464 Ha.